[1]
Density functional theory data (ωB97M-V/def2-TZVPD) for a 3-piece molecular cluster, C4H16N2O2 overall.

Geometry (Å):
C1 0.284 -0.481 -2.156
N1 1.016 0.758 -2.375
C2 -0.801 -0.292 -1.077
C3 -0.329 -0.588 0.317
C4 -1.355 -1.121 1.181
N2 -2.726 -0.520 0.916
H1 1.034 -1.254 -1.798
H2 -0.114 -1.151 -2.925
H3 1.704 0.691 -3.098
H4 0.473 1.568 -2.566
H5 -1.731 -0.963 -1.381
H6 -1.219 0.689 -1.314
H7 -0.085 0.591 0.683
H8 0.639 -1.057 0.384
H9 -1.532 -2.261 1.118
H10 -1.108 -0.878 2.275
H11 -2.627 0.504 1.003
H12 -2.994 -0.938 -0.065
H13 1.605 0.392 3.227
H14 0.722 0.421 2.211
O1 1.135 -0.285 2.816
H15 2.722 2.304 -0.399
H16 1.838 1.061 -0.216
O2 2.096 1.973 0.120

Atomic forces in eV per Å
0.8 -2.1 1.3
0.3 -0.9 0.0
-1.3 -2.0 -2.9
1.4 5.2 -0.2
-3.1 -1.3 3.2
0.8 -1.8 -1.2
-0.4 1.0 0.2
-0.3 1.2 -1.2
0.4 -0.2 -0.3
-0.8 0.5 -0.1
2.1 0.8 0.5
0.0 0.2 0.8
-0.5 -2.8 -0.5
0.2 -0.5 -0.2
0.6 1.7 -0.1
-0.4 -0.7 -1.5
-0.4 -0.8 -0.9
0.3 2.1 2.6
2.2 1.2 2.2
0.2 -2.2 0.5
-2.0 1.0 -2.3
4.0 1.9 -3.6
0.7 2.0 0.1
-4.7 -3.7 3.6

Values from the calculation:
SMILES: NCCCCN.O.O
Energy above the lowest of the compared OMol25 structures with the same formula, charge and spin in kJ/mol: 263.4
Energy in eV: -11480.242
Lowest unoccupied orbital energy in eV: 0.769

=====

[2]
Density functional theory data (ωB97M-V/def2-TZVPD) for a 4-piece molecular cluster, C4H16N2O2 overall.

Geometry (Å):
N1 0.634 1.862 -1.688
C1 1.597 0.736 -1.199
C2 1.769 1.208 0.285
N2 -0.662 -0.666 1.984
C3 -1.902 -1.119 1.050
C4 -1.572 -1.524 -0.549
H1 0.166 1.529 -2.551
H2 -1.664 2.411 0.632
H3 1.302 -0.322 -1.215
H4 2.507 0.846 -1.759
H5 2.488 0.676 0.850
H6 2.014 2.285 0.218
H7 0.727 1.167 0.834
H8 -2.676 -0.297 1.075
H9 -2.222 -1.965 1.624
H10 -0.869 -0.761 -0.939
H11 -0.916 -2.415 -0.491
H12 -2.431 -1.606 -1.232
H13 2.064 -2.287 0.404
H14 -0.012 -1.502 1.846
O1 1.345 -1.686 0.358
H15 -0.124 -0.089 1.307
H16 -0.194 1.881 -0.947
O2 -1.370 1.638 0.102

Atomic forces in eV per Å
-2.0 -5.9 0.8
0.1 3.6 2.3
-2.2 1.1 -0.5
-0.1 -1.6 -3.9
1.3 1.1 -0.7
1.1 0.6 2.6
0.6 1.3 -0.5
-0.2 -0.3 0.0
-1.1 0.2 -0.8
0.5 0.0 -0.4
0.6 -0.5 0.4
0.2 -0.6 0.4
2.3 0.1 -1.1
0.8 -0.9 0.1
-0.8 -0.5 -0.2
-0.6 0.0 0.1
-0.9 0.2 -0.3
0.2 -0.2 0.6
1.5 -1.5 0.4
-1.0 0.7 1.0
-1.2 1.3 -0.5
-0.7 0.0 1.0
1.3 1.3 -1.0
0.1 0.5 0.2

Values from the calculation:
Charge: +1
Energy above the lowest of the compared OMol25 structures with the same formula, charge and spin in kJ/mol: 879.8
Energy in eV: -11465.941
Spin multiplicity: 2
Lowest unoccupied orbital energy (spin up / spin down) in eV: -9.005 / -7.748

=====

[3]
Density functional theory data (ωB97M-V/def2-TZVPD) for a 3-piece molecular cluster, C4H16N2O2S overall.

Geometry (Å):
C1 1.680 -1.000 0.536
N1 0.309 -1.374 -0.007
C2 0.096 -0.900 -1.391
C3 -1.415 -1.160 -1.774
S1 -2.437 0.269 -1.352
C4 2.193 0.441 0.088
N2 2.891 1.028 1.252
H1 2.263 -1.860 0.197
H2 1.699 -0.924 1.689
H3 -0.132 -2.166 0.313
H4 0.474 0.127 -1.578
H5 0.463 -1.563 -2.125
H6 -1.825 -2.118 -1.304
H7 -1.469 -1.169 -2.841
H8 -1.880 1.123 -2.373
H9 1.389 0.996 -0.292
H10 2.874 0.193 -0.767
H11 3.830 0.989 1.165
H12 2.592 1.998 1.350
H13 -1.267 1.258 0.866
H14 -0.540 2.707 0.819
O1 -1.172 2.118 0.442
H15 0.196 0.640 3.167
H16 0.069 -0.390 2.141
O2 0.238 -0.369 3.025

Atomic forces in eV per Å
-1.3 -0.5 1.0
2.1 5.3 -0.7
-2.4 -1.7 1.1
0.6 0.9 1.1
-0.1 0.9 -1.2
1.9 -3.5 0.5
-4.4 0.9 -0.5
1.1 0.5 0.2
0.0 -0.6 -2.1
-0.8 -2.1 0.4
-0.7 -0.8 0.2
1.9 -0.8 -0.9
0.6 1.4 -0.7
-0.1 -0.8 -0.7
-0.8 -1.2 1.6
-1.0 1.2 0.0
-0.3 0.8 0.5
3.6 -0.1 -0.4
0.4 -0.3 0.1
0.4 0.3 0.2
0.7 0.1 1.0
-0.8 0.0 -0.9
0.2 -2.4 0.2
-1.0 -0.7 -4.3
0.2 3.1 4.4

Values from the calculation:
SMILES: NCCNCCS.O.O
Energy above the lowest of the compared OMol25 structures with the same formula, charge and spin in kJ/mol: 261.5
Energy in eV: -22315.328
Lowest unoccupied orbital energy in eV: 0.513

=====

[4]
Density functional theory data (ωB97M-V/def2-TZVPD) for a 4-piece molecular cluster, C4H16N2O4 overall.

Geometry (Å):
O1 0.723 -0.181 2.425
C1 -0.025 -1.009 2.056
C2 -1.095 -0.796 0.936
C3 -1.293 -1.985 0.003
N1 -0.604 0.413 0.209
C4 -0.785 1.767 0.827
N2 -1.085 2.772 -0.202
H1 -0.070 -1.871 2.697
H2 -2.039 -0.455 1.337
H3 -0.483 -2.113 -0.692
H4 -1.305 -2.980 0.483
H5 -2.155 -1.719 -0.570
H6 0.366 0.173 -0.120
H7 0.106 2.191 1.450
H8 -1.665 1.706 1.429
H9 -0.229 2.828 -0.737
H10 -1.815 2.693 -0.710
H11 1.790 -0.980 -1.708
H12 2.634 0.184 -1.983
O2 2.352 -0.374 -1.252
H13 2.313 0.824 0.076
H14 2.155 1.804 1.479
O3 2.311 1.714 0.518
H15 -0.419 -1.001 -3.248
H16 0.081 -1.949 -1.853
O4 0.237 -1.656 -2.850

Atomic forces in eV per Å
1.8 2.0 0.0
-2.8 -1.1 0.2
2.6 1.7 -0.1
0.3 -0.1 0.9
0.6 -1.0 -0.6
0.7 0.4 -0.9
7.7 0.8 5.2
-0.3 -1.6 0.1
-0.3 -0.5 0.7
0.4 0.2 0.4
-0.7 0.6 0.1
-0.7 -0.5 -0.5
-1.3 1.1 0.5
-1.7 -1.1 -1.2
-0.5 -0.2 0.8
-0.3 0.4 -0.4
-6.2 -1.3 -4.2
-0.8 -0.8 -0.6
0.2 0.3 0.1
0.7 0.6 0.2
-0.1 0.8 1.6
0.2 -1.2 -1.1
0.2 0.5 -0.4
1.0 -1.4 1.8
-0.4 1.6 -3.9
-0.4 -0.1 1.4

Values from the calculation:
SMILES: C[C@@H](C=O)NCN.O.O.O
Energy above the lowest of the compared OMol25 structures with the same formula, charge and spin in kJ/mol: 308.2
Energy in eV: -15575.286
Lowest unoccupied orbital energy in eV: 0.349